(1)
Molecular formula: C2H2F2OS
Method: DFT, the ωB97M-V functional and the def2-TZVPD basis

Each atom is followed by the atoms it is bonded to, with distances in Å.
Atoms and positions in Å:
1 C -0.01 0.07 0.37  C2 1.532, S6 1.558
2 C 0.50 -1.29 -0.13  C1 1.532, F4 1.367, F5 1.376, H8 1.102
3 O -0.69 2.43 0.46  S6 1.670, H7 0.999
4 F 1.19 -1.91 0.88  C2 1.367
5 F 1.31 -1.20 -1.24  C2 1.376
6 S -0.19 1.26 -0.62  C1 1.558, O3 1.670
7 H -1.68 2.51 0.42  O3 0.999
8 H -0.43 -1.88 -0.15  C2 1.102

For the HOMO-LUMO gap, the calculation gives 9.214 eV. As for the max |F|: 2.51 eV/Å. The energy above the lowest of the compared OMol25 structures with the same formula, charge and spin comes out at 63.2 kcal per mole. The calculation puts the LUMO energy at -0.40 eV. The value obtained for the total energy is -20420.9206 eV. As for the HOMO energy: -9.6 eV.

And the natural (NBO) charges, in e, turn out to be:
1 C -0.405
2 C 0.463
3 O -0.860
4 F -0.336
5 F -0.341
6 S 0.823
7 H 0.490
8 H 0.167

(2)
Molecular formula: C5H9NO
Method: DFT, the ωB97M-V functional and the def2-TZVPD basis

Each atom is followed by the atoms it is bonded to, with distances in Å.
Atoms and positions in Å:
1 C -2.07 -0.21 -0.16  C2 1.510, H8 1.095, H9 1.095, H10 1.095
2 C -1.15 0.61 0.71  C1 1.510, N3 1.456, C4 1.489, H11 1.090
3 N -0.28 -0.03 1.69  C2 1.456, C4 1.472, H12 1.020
4 C 0.33 0.65 0.54  C2 1.489, N3 1.472, C5 1.494, H13 1.090
5 C 1.03 -0.15 -0.51  C4 1.494, C6 1.484, O7 1.479, H14 1.093
6 C 2.23 0.42 -1.18  C5 1.484, O7 1.753, H15 1.104
7 O 2.22 -0.87 0.01  C5 1.479, C6 1.753, H16 0.970
8 H -2.38 0.36 -1.05  C1 1.095
9 H -2.98 -0.47 0.39  C1 1.095
10 H -1.61 -1.14 -0.50  C1 1.095
11 H -1.60 1.52 1.08  C2 1.090
12 H -0.27 -1.04 1.53  N3 1.020
13 H 0.85 1.57 0.79  C4 1.090
14 H 0.41 -0.91 -0.99  C5 1.093
15 H 2.40 -0.21 -2.07  C6 1.104
16 H 2.56 -0.37 0.76  O7 0.970

For the HOMO-LUMO gap, the calculation gives 9.325 eV. As for the max |F|: 0.31 eV/Å. The energy above the lowest of the compared OMol25 structures with the same formula, charge and spin comes out at 133.9 kcal per mole. The calculation puts the LUMO energy at 0.82 eV. The value obtained for the total energy is -8863.4042 eV. As for the HOMO energy: -8.5 eV.

And the natural (NBO) charges, in e, turn out to be:
1 C -0.630
2 C -0.055
3 N -0.574
4 C -0.139
5 C -0.032
6 C -0.226
7 O -0.574
8 H 0.223
9 H 0.222
10 H 0.204
11 H 0.203
12 H 0.345
13 H 0.218
14 H 0.183
15 H 0.125
16 H 0.510

(3)
Molecular formula: C22H26N6O2S2
Method: DFT, the ωB97M-V functional and the def2-TZVPD basis

Each atom is followed by the atoms it is bonded to, with distances in Å.
Atoms and positions in Å:
1 C 1.98 1.47 3.14  N2 1.433, H33 1.092, H34 1.090, H35 1.089
2 N 2.51 1.45 1.81  C1 1.433, C3 1.369, C16 1.364
3 C 3.51 0.69 1.28  N2 1.369, C4 1.483, N14 1.303
4 C 4.33 -0.30 2.03  C3 1.483, C5 1.542, H36 1.091, H37 1.090
5 C 3.66 -1.68 1.99  C4 1.542, N6 1.440, H38 1.093, H39 1.093
6 N 3.32 -2.04 0.64  C5 1.440, C7 1.358, H40 1.009
7 C 2.09 -1.77 0.14  N6 1.358, O8 1.222, C9 1.466
8 O 1.14 -1.48 0.86  C7 1.222
9 C 1.95 -1.91 -1.31  C7 1.466, C10 1.369, S13 1.734
10 C 0.78 -2.05 -2.01  C9 1.369, C11 1.407, H41 1.075
11 C 0.97 -2.12 -3.40  C10 1.407, C12 1.360, H42 1.075
12 C 2.28 -2.01 -3.75  C11 1.360, S13 1.712, H43 1.072
13 S 3.30 -1.84 -2.39  C9 1.734, C12 1.712
14 N 3.61 0.89 0.00  C3 1.303, N15 1.343
15 N 2.69 1.80 -0.35  N14 1.343, C16 1.308
16 C 2.03 2.14 0.73  N2 1.364, N15 1.308, S17 1.738
17 S 0.75 3.30 0.84  C16 1.738, C18 1.828
18 C 0.61 3.78 -0.92  S17 1.828, C19 1.523, H44 1.089, H45 1.090
19 C -0.79 3.55 -1.46  C18 1.523, O20 1.217, N21 1.347
20 O -1.50 4.50 -1.74  C19 1.217
21 N -1.18 2.28 -1.66  C19 1.347, C22 1.443, C32 1.447
22 C -0.50 1.07 -1.25  N21 1.443, C23 1.531, H46 1.086, H47 1.095
23 C -1.20 0.51 -0.01  C22 1.531, N24 1.449, H48 1.087, H49 1.103
24 N -2.57 0.18 -0.37  C23 1.449, C25 1.390, C31 1.448
25 C -3.23 -0.85 0.30  N24 1.390, C26 1.399, C30 1.401
26 C -4.59 -0.78 0.61  C25 1.399, C27 1.382, H50 1.079
27 C -5.24 -1.85 1.20  C26 1.382, C28 1.382, H51 1.081
28 C -4.56 -3.01 1.50  C27 1.382, C29 1.385, H52 1.079
29 C -3.21 -3.09 1.22  C28 1.385, C30 1.380, H53 1.081
30 C -2.55 -2.03 0.62  C25 1.401, C29 1.380, H54 1.078
31 C -3.29 1.34 -0.83  N24 1.448, C32 1.535, H55 1.090, H56 1.102
32 C -2.56 1.99 -2.01  N21 1.447, C31 1.535, H57 1.091, H58 1.095
33 H 1.31 0.63 3.29  C1 1.092
34 H 2.80 1.41 3.87  C1 1.090
35 H 1.43 2.40 3.30  C1 1.089
36 H 5.31 -0.35 1.55  C4 1.091
37 H 4.47 0.02 3.07  C4 1.090
38 H 4.32 -2.44 2.41  C5 1.093
39 H 2.72 -1.67 2.55  C5 1.093
40 H 4.09 -2.11 -0.02  N6 1.009
41 H -0.18 -2.13 -1.53  C10 1.075
42 H 0.17 -2.24 -4.11  C11 1.075
43 H 2.71 -2.02 -4.73  C12 1.072
44 H 1.38 3.22 -1.45  C18 1.089
45 H 0.81 4.85 -0.97  C18 1.090
46 H 0.56 1.25 -1.07  C22 1.086
47 H -0.58 0.35 -2.07  C22 1.095
48 H -0.66 -0.35 0.36  C23 1.087
49 H -1.20 1.28 0.77  C23 1.103
50 H -5.15 0.12 0.42  C26 1.079
51 H -6.29 -1.76 1.43  C27 1.081
52 H -5.08 -3.85 1.96  C28 1.079
53 H -2.66 -3.99 1.45  C29 1.081
54 H -1.50 -2.14 0.42  C30 1.078
55 H -4.28 1.05 -1.17  C31 1.090
56 H -3.40 2.09 -0.02  C31 1.102
57 H -3.05 2.93 -2.28  C32 1.091
58 H -2.57 1.31 -2.87  C32 1.095

For the HOMO-LUMO gap, the calculation gives 7.913 eV. As for the SMILES: Cn1c(CCNC(=O)c2cccs2)nnc1SCC(=O)N1CCN(c2ccccc2)CC1. As for the max |F|: 1.16 eV/Å. The energy above the lowest of the compared OMol25 structures with the same formula, charge and spin comes out at 0.0 kcal per mole. The calculation puts the LUMO energy at 0.38 eV. The value obtained for the total energy is -57942.9524 eV. As for the HOMO energy: -7.5 eV.

And the natural (NBO) charges, in e, turn out to be:
1 C -0.410
2 N -0.367
3 C 0.332
4 C -0.458
5 C -0.217
6 N -0.602
7 C 0.668
8 O -0.652
9 C -0.322
10 C -0.199
11 C -0.264
12 C -0.386
13 S 0.459
14 N -0.295
15 N -0.349
16 C 0.180
17 S 0.262
18 C -0.615
19 C 0.667
20 O -0.629
21 N -0.433
22 C -0.236
23 C -0.261
24 N -0.462
25 C 0.271
26 C -0.298
27 C -0.189
28 C -0.264
29 C -0.176
30 C -0.296
31 C -0.223
32 C -0.227
33 H 0.224
34 H 0.214
35 H 0.229
36 H 0.237
37 H 0.223
38 H 0.207
39 H 0.232
40 H 0.396
41 H 0.239
42 H 0.231
43 H 0.240
44 H 0.284
45 H 0.256
46 H 0.243
47 H 0.204
48 H 0.259
49 H 0.182
50 H 0.208
51 H 0.209
52 H 0.210
53 H 0.208
54 H 0.220
55 H 0.213
56 H 0.179
57 H 0.248
58 H 0.194

(4)
Molecular formula: C2H2N5
Method: DFT, the ωB97M-V functional and the def2-TZVPD basis

Each atom is followed by the atoms it is bonded to, with distances in Å.
Atoms and positions in Å:
1 N -2.84 -1.47 -1.01  N2 1.157
2 N -1.82 -1.03 -0.71  N1 1.157, C3 1.407
3 C -0.62 -0.42 -0.31  N2 1.407, N4 1.416, N7 1.297
4 N -0.48 0.08 1.01  C3 1.416, C5 1.325
5 C 0.71 0.66 1.00  N4 1.325, N6 1.406, H8 1.115
6 N 1.29 0.43 -0.26  C5 1.406, N7 1.364, H9 1.010
7 N 0.40 -0.20 -1.08  C3 1.297, N6 1.364
8 H 1.17 1.17 1.88  C5 1.115
9 H 2.19 0.79 -0.52  N6 1.010

For the HOMO-LUMO gap, the calculation gives 9.558 eV. As for the SMILES: N#[N+]c1nc[nH]n1. As for the max |F|: 8.04 eV/Å. The energy above the lowest of the compared OMol25 structures with the same formula, charge and spin comes out at 3.6 kcal per mole. The calculation puts the LUMO energy at -6.92 eV. Its total charge is +1. The value obtained for the total energy is -9546.8567 eV. As for the HOMO energy: -16.5 eV.

And the natural (NBO) charges, in e, turn out to be:
1 N 0.416
2 N 0.135
3 C 0.291
4 N -0.379
5 C 0.217
6 N -0.305
7 N -0.112
8 H 0.278
9 H 0.458

> Which of these has the highest LUMO energy?

C5H9NO

> LUMO energy of number 2 (C5H9NO)?

0.82 eV

> The lowest LUMO energy belongs to which entry?

C2H2N5

> Which formula does entry 2 have?

C5H9NO